Computed, not measured: a molecular structure, C18H19Cl5FN2O8Ru in a non-equilibrium geometry, with the ωB97M-V functional and the def2-TZVPD basis.

Positions of all 54 atoms, in Å:
Ru (-0.08, 0.21, 1.07)
C (1.70, 1.42, 3.23)
O (0.95, 0.31, 2.75)
C (-0.19, 0.00, 3.56)
C (-1.38, 0.90, 3.22)
O (-1.90, 0.52, 1.95)
C (-2.47, 1.60, 1.21)
C (-1.83, 1.64, -0.18)
O (-0.41, 1.87, -0.13)
C (-0.06, 3.21, 0.17)
H (2.07, 1.23, 4.24)
H (2.56, 1.56, 2.57)
H (1.10, 2.34, 3.22)
H (-0.44, -1.04, 3.35)
H (0.07, 0.08, 4.62)
H (-2.18, 0.76, 3.96)
H (-1.08, 1.95, 3.23)
H (-3.54, 1.39, 1.10)
H (-2.37, 2.56, 1.72)
H (-1.96, 0.66, -0.66)
H (-2.31, 2.39, -0.81)
H (-0.51, 3.90, -0.55)
H (-0.36, 3.48, 1.18)
H (1.02, 3.30, 0.10)
Cl (-5.08, -3.58, -2.41)
C (-4.05, -2.84, -1.20)
C (-3.03, -1.97, -1.59)
Cl (-2.77, -1.62, -3.28)
C (-2.21, -1.39, -0.61)
Cl (-0.92, -0.30, -1.06)
C (-2.36, -1.63, 0.78)
O (-1.57, -1.06, 1.62)
C (-3.41, -2.52, 1.13)
Cl (-3.69, -2.89, 2.82)
C (-4.25, -3.12, 0.16)
Cl (-5.53, -4.20, 0.65)
F (1.53, -0.38, -5.40)
C (2.42, -0.21, -4.40)
C (2.40, -0.93, -3.29)
N (3.34, -0.75, -2.28)
C (3.20, -1.54, -1.04)
C (1.87, -1.31, -0.28)
O (1.13, -2.33, -0.19)
O (1.66, -0.13, 0.12)
C (4.34, 0.21, -2.38)
O (5.24, 0.39, -1.56)
N (4.33, 0.96, -3.53)
C (3.46, 0.82, -4.58)
O (3.56, 1.49, -5.61)
H (1.64, -1.69, -3.12)
H (4.02, -1.31, -0.35)
H (3.30, -2.60, -1.32)
H (5.05, 1.65, -3.61)
H (-0.04, -1.49, 1.75)

Its net charge is 0. For the gap between HOMO and LUMO (spin up / spin down), the calculation gives 7.04 / 7.07 eV. The value obtained for the HOMO energy (spin up / spin down) is -7.07 / -7.10 eV. Its spin multiplicity is 2.

Charges obtained by Löwdin population analysis, quoted in units of e: Ru 1.1844; C -0.0507; O -0.3475; C -0.1876; C -0.1244; O -0.3455; C -0.1215; C -0.3101; O -0.3867; C -0.0540; H 0.1037; H 0.1071; H 0.0867; H 0.1124; H 0.1406; H 0.1497; H 0.1176; H 0.1484; H 0.1155; H -0.1162; H 0.1484; H 0.1029; H 0.0851; H 0.1066; Cl 0.6415; C -0.7012; C -0.6521; Cl 0.6857; C -0.4190; Cl 1.0004; C -0.3964; O -0.3344; C -0.5461; Cl 0.6659; C -0.6695; Cl 0.6586; F 0.0868; C -0.1772; C 0.0457; N 0.0147; C -0.0314; C -0.6472; O -0.0394; O -0.1584; C -0.4490; O 0.0632; N 0.2133; C -0.3906; O 0.0786; H 0.1558; H 0.1304; H 0.1345; H 0.1701; H 0.2012



Computed, not measured: a molecular structure, C5H8FN2 in a non-equilibrium geometry, with the ωB97M-V functional and the def2-TZVPD basis.

Positions of all 16 atoms, in Å:
C (-0.01, 0.57, -0.29)
C (-1.28, 1.22, -0.17)
C (0.15, -0.78, -0.21)
C (-2.40, 0.55, 0.02)
C (-0.92, -1.68, -0.03)
N (-2.14, -1.29, 0.11)
N (3.04, 0.71, 0.16)
F (-3.64, 0.80, 0.18)
H (0.87, 1.18, -0.41)
H (-1.33, 2.30, -0.24)
H (1.15, -1.18, -0.30)
H (-0.72, -2.75, 0.00)
H (-2.96, -1.86, 0.25)
H (3.70, 0.10, -0.32)
H (3.05, 0.43, 1.14)
H (3.42, 1.65, 0.11)

Its net charge is +1. For the gap between HOMO and LUMO, the calculation gives 8.75 eV. The value obtained for the HOMO energy is -13.75 eV.

Charges obtained by Löwdin population analysis, quoted in units of e: C -0.0137; C 0.0098; C -0.0373; C -0.0636; C -0.0780; N 0.2067; N 0.0169; F 0.2067; H 0.0935; H 0.1482; H 0.1072; H 0.1520; H 0.1487; H 0.0315; H 0.0358; H 0.0357



Computed, not measured: 8 unconnected molecules or ions with the total composition C30H78F6N4O14P in a non-equilibrium geometry, with the ωB97M-V functional and the def2-TZVPD basis.

Positions of all 133 atoms, in Å:
P (0.98, 7.52, -1.90)
F (0.52, 8.79, -2.86)
F (-0.55, 7.37, -1.48)
F (0.81, 6.44, -3.11)
F (1.54, 6.25, -1.01)
F (2.54, 7.72, -2.33)
F (1.26, 8.54, -0.64)
C (10.17, -3.23, -9.24)
O (9.84, -2.14, -8.33)
C (10.13, -2.31, -6.97)
C (9.80, -1.06, -6.09)
N (10.63, 0.12, -6.39)
C (10.41, 1.29, -5.47)
C (9.01, 1.83, -5.38)
O (8.12, 1.02, -4.49)
C (6.87, 1.66, -4.45)
H (9.44, -4.02, -9.09)
H (11.15, -3.65, -9.02)
H (10.12, -2.86, -10.27)
H (11.21, -2.44, -6.84)
H (9.59, -3.17, -6.56)
H (9.93, -1.29, -5.03)
H (8.74, -0.91, -6.32)
H (10.45, 0.45, -7.33)
H (10.96, 2.04, -6.03)
H (10.84, 1.14, -4.48)
H (8.58, 1.85, -6.39)
H (9.06, 2.90, -5.18)
H (6.13, 1.29, -3.75)
H (6.38, 1.53, -5.41)
H (7.00, 2.74, -4.32)
C (-0.37, 12.77, 1.39)
O (-1.44, 12.07, 1.91)
C (-2.29, 11.62, 0.96)
C (-3.36, 10.81, 1.71)
N (-2.78, 9.76, 2.54)
C (-3.81, 8.83, 2.99)
C (-3.12, 7.57, 3.67)
O (-4.00, 6.49, 3.80)
C (-3.21, 5.32, 3.94)
H (0.19, 12.05, 0.79)
H (0.19, 13.09, 2.27)
H (-0.66, 13.62, 0.77)
H (-1.72, 11.10, 0.19)
H (-2.73, 12.48, 0.45)
H (-4.06, 10.53, 0.92)
H (-3.98, 11.33, 2.45)
H (-2.05, 9.33, 2.00)
H (-4.36, 8.30, 2.21)
H (-4.55, 9.26, 3.67)
H (-2.81, 8.01, 4.61)
H (-2.26, 7.25, 3.09)
H (-3.87, 4.46, 4.10)
H (-2.64, 5.31, 4.87)
H (-2.53, 5.17, 3.10)
C (-6.89, 10.34, -3.86)
O (-8.03, 9.97, -3.07)
C (-8.35, 8.52, -3.05)
C (-7.32, 7.67, -2.32)
N (-7.61, 6.24, -2.48)
C (-6.79, 5.50, -1.51)
C (-6.63, 4.03, -1.82)
O (-6.27, 3.64, -3.13)
C (-5.14, 4.51, -3.70)
H (-6.89, 11.43, -3.75)
H (-7.09, 10.18, -4.91)
H (-5.95, 9.84, -3.61)
H (-8.17, 8.31, -4.10)
H (-9.41, 8.37, -2.84)
H (-7.47, 8.04, -1.30)
H (-6.32, 7.89, -2.68)
H (-7.37, 5.93, -3.41)
H (-7.26, 5.63, -0.54)
H (-5.79, 5.94, -1.43)
H (-7.56, 3.55, -1.54)
H (-5.84, 3.65, -1.16)
H (-5.51, 5.44, -4.12)
H (-4.68, 3.98, -4.53)
H (-4.34, 4.66, -2.97)
C (2.43, 7.55, 7.22)
O (3.12, 8.71, 6.79)
C (2.79, 8.97, 5.44)
C (3.56, 10.28, 5.12)
N (2.88, 11.34, 5.93)
C (3.73, 12.61, 5.93)
C (3.07, 13.77, 6.74)
O (1.80, 14.01, 6.29)
C (1.37, 15.34, 6.61)
H (2.79, 6.68, 6.67)
H (1.35, 7.62, 7.14)
H (2.58, 7.43, 8.30)
H (1.71, 9.05, 5.29)
H (3.23, 8.15, 4.87)
H (3.57, 10.47, 4.05)
H (4.61, 10.23, 5.39)
H (3.00, 10.97, 6.86)
H (3.98, 13.04, 4.96)
H (4.74, 12.44, 6.32)
H (3.63, 14.69, 6.57)
H (3.00, 13.48, 7.79)
H (1.64, 15.72, 7.59)
H (0.28, 15.41, 6.54)
H (1.67, 16.07, 5.86)
C (3.76, 8.88, -8.06)
C (4.45, 9.09, -9.41)
O (3.48, 9.17, -10.46)
O (3.09, 7.57, -7.95)
H (3.03, 9.66, -7.87)
H (4.46, 8.96, -7.22)
H (5.19, 8.34, -9.69)
H (5.03, 10.02, -9.42)
H (2.99, 8.34, -10.53)
H (2.63, 7.60, -7.11)
C (6.50, 1.95, 2.30)
C (7.23, 0.72, 1.78)
O (8.38, 1.05, 0.96)
O (7.18, 2.57, 3.36)
H (5.54, 1.69, 2.73)
H (6.25, 2.76, 1.61)
H (6.59, 0.02, 1.24)
H (7.68, 0.16, 2.60)
H (8.00, 1.31, 0.12)
H (7.33, 3.48, 3.10)
C (8.78, 7.92, 1.17)
C (10.07, 7.81, 0.29)
O (11.09, 8.67, 0.80)
O (9.03, 7.57, 2.52)
H (7.93, 7.42, 0.71)
H (8.35, 8.92, 1.15)
H (9.82, 8.10, -0.73)
H (10.52, 6.82, 0.25)
H (11.25, 9.39, 0.18)
H (9.70, 8.17, 2.83)

Its net charge is -1. For the gap between HOMO and LUMO, the calculation gives 8.60 eV. The value obtained for the HOMO energy is -6.78 eV.

These are the Löwdin partial charges, in e, on atoms 1 to 99: P 0.1667; F -0.2073; F -0.1619; F -0.1933; F -0.2043; F -0.1994; F -0.2012; C -0.0767; O -0.2067; C -0.2415; C -0.1977; N -0.0590; C -0.1932; C -0.2041; O -0.1909; C -0.1385; H 0.0786; H 0.0793; H 0.0832; H 0.1118; H 0.1152; H 0.1222; H 0.1072; H 0.0953; H 0.1118; H 0.1200; H 0.1183; H 0.1142; H 0.0865; H 0.0819; H 0.0826; C -0.1069; O -0.1930; C -0.2643; C -0.2079; N -0.0551; C -0.1956; C -0.2398; O -0.1783; C -0.1191; H 0.0934; H 0.0928; H 0.0847; H 0.1287; H 0.1176; H 0.1064; H 0.1165; H 0.1141; H 0.1060; H 0.1165; H 0.1175; H 0.1125; H 0.0827; H 0.0820; H 0.0898; C -0.1125; O -0.2192; C -0.1793; C -0.2250; N -0.0489; C -0.2356; C -0.2515; O -0.1885; C -0.0304; H 0.0871; H 0.0769; H 0.0788; H 0.1004; H 0.1237; H 0.1271; H 0.1114; H 0.0864; H 0.1216; H 0.1049; H 0.1182; H 0.1168; H 0.0689; H 0.0789; H 0.0894; C -0.1163; O -0.2091; C -0.2174; C -0.1932; N -0.0309; C -0.1732; C -0.2738; O -0.1765; C -0.1048; H 0.0872; H 0.0846; H 0.0835; H 0.1269; H 0.1197; H 0.1147; H 0.1061; H 0.0842; H 0.1085; H 0.1009; H 0.1132



Computed, not measured: 12 unconnected molecules or ions with the total composition H24O12, with the ωB97M-V functional and the def2-TZVPD basis.

Positions of all 36 atoms, in Å:
O (-1.08, -3.27, -0.83)
H (-1.90, -2.93, -0.44)
H (-1.21, -4.22, -0.90)
O (2.43, 0.36, -0.52)
H (2.12, 1.10, 0.06)
H (2.25, -0.46, -0.03)
O (1.58, -2.05, 0.48)
H (2.28, -2.60, 0.86)
H (1.44, -2.41, -0.42)
O (1.41, 2.29, 1.00)
H (2.11, 2.87, 1.34)
H (0.92, 2.00, 1.80)
O (-1.76, 2.83, -0.12)
H (-1.42, 1.91, -0.13)
H (-1.17, 3.34, -0.70)
O (0.55, 4.10, -1.01)
H (1.42, 4.52, -1.00)
H (0.59, 3.42, -0.31)
O (1.48, 0.46, -3.19)
H (2.03, 0.93, -3.82)
H (2.01, 0.41, -2.38)
O (-1.37, -2.03, 2.81)
H (-1.53, -1.95, 1.87)
H (-0.71, -2.72, 2.89)
O (0.94, -2.20, -2.32)
H (0.12, -2.58, -1.96)
H (0.79, -1.24, -2.32)
O (-3.14, -1.57, 0.21)
H (-3.87, -1.90, 0.77)
H (-3.58, -1.23, -0.58)
O (-0.20, 1.66, 3.25)
H (-0.60, 0.87, 2.85)
H (-0.89, 2.34, 3.17)
O (-0.93, 0.25, 0.02)
H (-0.20, 0.39, -0.61)
H (-0.91, -0.69, 0.21)

Its net charge is 0. As for the structure (SMILES): O.O.O.O.O.O.O.O.O.O.O.O. For the gap between HOMO and LUMO, the calculation gives 10.19 eV. The value obtained for the HOMO energy is -10.28 eV.

Charges obtained by Löwdin population analysis, quoted in units of e: O -0.0497; H 0.0180; H 0.0705; O -0.0967; H 0.0039; H 0.0001; O -0.0639; H 0.0632; H 0.0217; O -0.0576; H 0.0885; H 0.0384; O -0.0855; H -0.0211; H 0.0045; O -0.0714; H 0.0442; H -0.0054; O -0.0714; H 0.0434; H -0.0029; O -0.0434; H -0.0151; H 0.0418; O -0.0701; H -0.0011; H 0.0012; O -0.0399; H 0.0744; H 0.0791; O -0.0409; H 0.0457; H 0.0675; O -0.0434; H 0.0542; H 0.0194



Computed, not measured: 2 unconnected molecules or ions with the total composition CH8N3O in a non-equilibrium geometry, with the ωB97M-V functional and the def2-TZVPD basis.

Positions of all 13 atoms, in Å:
C (-0.64, -0.57, -0.57)
N (-1.60, -0.65, -1.47)
N (-0.20, -1.65, 0.04)
N (-0.26, 0.64, -0.16)
H (-2.12, -1.53, -1.53)
H (-1.95, 0.19, -1.94)
H (-0.52, -2.59, -0.22)
H (0.59, -1.54, 0.69)
H (0.60, 0.77, 0.39)
H (-0.84, 1.45, -0.40)
O (2.03, 1.99, 1.49)
H (2.93, 1.70, 1.22)
H (1.99, 1.80, 2.46)

Its net charge is +1. For the gap between HOMO and LUMO, the calculation gives 12.19 eV. The value obtained for the HOMO energy is -15.47 eV.

Charges obtained by Löwdin population analysis, quoted in units of e: C -0.5046; N 0.2000; N 0.2070; N 0.2028; H 0.1465; H 0.1495; H 0.1500; H 0.1480; H 0.0921; H 0.1464; O -0.0762; H 0.0689; H 0.0697



| no. | E (eV) |
| --- | --- |
| 1 | -106233.6095 |
| 2 | -11003.6097 |
| 3 | -92591.9360 |
| 4 | -24960.9435 |
| 5 | -7679.3982 |